Record 1
Below is a molecular structure, C20H22AlF28O4 at a distorted geometry, with properties calculated with ωB97M-V with the def2-TZVPD basis set.

E_LUMO	1.46	eV
net charge	-1
max |F|	2.86	eV Å⁻¹
frontier orbital gap	0.228	hartree

Atoms and positions in Å:
C -5.85 2.10 -2.81
C -5.85 1.32 -4.22
C -5.81 -0.26 -4.06
F -5.94 -0.94 -5.35
Al -7.19 -0.99 -2.67
C -8.74 -2.00 -3.59
O -9.40 -1.27 -4.68
C -10.09 -0.17 -4.24
F -11.13 0.04 -5.17
F -10.71 -0.32 -3.01
F -9.37 1.01 -4.20
H -5.17 3.01 -2.86
H -6.89 2.46 -2.53
H -5.48 1.40 -2.01
H -4.86 1.62 -4.72
H -6.73 1.62 -4.86
H -4.77 -0.52 -3.68
H -6.37 -2.12 -1.85
H -7.66 0.12 -1.64
H -9.48 -2.45 -2.84
H -8.25 -2.91 -4.08
C -1.68 0.04 2.81
C -1.92 1.56 2.93
C -3.37 2.04 2.92
F -4.02 1.74 1.79
F -3.41 3.40 3.03
F -1.20 2.19 1.97
F -1.37 1.95 4.13
O -1.37 -0.48 1.51
C -2.44 -0.78 0.64
C -2.43 0.10 -0.62
F -2.50 1.42 -0.31
F -3.50 -0.17 -1.40
F -3.60 -0.74 1.31
F -2.27 -2.06 0.27
H -0.79 -0.17 3.40
H -2.47 -0.54 3.30
H -3.93 1.62 3.77
H -1.52 -0.06 -1.20
C 3.71 0.62 2.46
C 2.58 -0.32 2.94
C 1.82 0.11 4.20
F 2.61 0.20 5.28
F 0.86 -0.81 4.50
F 3.08 -1.57 3.08
F 1.67 -0.39 1.93
O 5.06 0.29 2.83
C 5.51 0.72 4.09
C 5.84 -0.45 5.02
F 4.77 -1.25 5.21
F 6.21 0.00 6.24
F 4.64 1.59 4.61
F 6.64 1.42 3.85
H 3.71 0.54 1.37
H 3.48 1.67 2.65
H 1.32 1.07 4.05
H 6.64 -1.06 4.61
C 7.61 -0.62 -2.75
C 6.13 -0.23 -2.49
C 5.88 0.87 -1.46
F 6.32 0.54 -0.23
F 4.55 1.11 -1.33
F 5.43 -1.34 -2.20
F 5.64 0.22 -3.68
O 8.11 -1.78 -2.07
C 8.60 -1.63 -0.76
C 7.77 -2.41 0.27
F 6.48 -2.04 0.25
F 8.23 -2.19 1.52
F 8.72 -0.32 -0.46
F 9.86 -2.12 -0.77
H 7.66 -0.89 -3.81
H 8.28 0.24 -2.65
H 6.36 1.81 -1.75
H 7.81 -3.48 0.06

***

Record 2
Below is a molecular structure, C20H22As2CeNO2S3Sb at a distorted geometry, with properties calculated with ωB97M-V with the def2-TZVPD basis set.

E_LUMO (spin up / spin down)	-4.20 / -5.80	eV
⟨S²⟩	0.758
net charge	+1
max |F|	2.19	eV Å⁻¹
frontier orbital gap (spin up / spin down)	0.261 / 0.197	hartree
multiplicity	2

Atoms and positions in Å:
Ce 2.20 0.84 1.83
S 3.48 3.04 1.33
Sb 4.90 1.12 0.50
S 4.52 -0.09 2.59
S 2.96 -0.10 -0.58
O 0.04 1.88 1.97
C -0.98 1.45 2.69
O -1.92 2.09 3.13
C -0.80 -0.05 3.09
C -1.69 -0.71 4.00
C -1.43 -2.04 4.37
C -0.29 -2.75 3.91
C -0.04 -4.15 4.17
C 1.06 -4.78 3.62
C 1.93 -4.02 2.75
C 1.76 -2.67 2.67
C 0.62 -1.98 3.12
N 0.39 -0.64 2.74
H -2.52 -0.16 4.43
H -2.09 -2.58 5.02
H -0.72 -4.72 4.75
H 1.23 -5.86 3.84
H 2.69 -4.53 2.19
H 2.46 -2.04 2.10
C -0.96 3.61 -0.77
As 0.55 2.51 -1.45
C 1.91 3.68 -2.28
C -0.39 1.86 -3.05
C -0.77 2.70 -4.12
C -1.61 2.19 -5.11
C -2.01 0.85 -5.09
C -1.58 0.00 -4.08
C -0.79 0.52 -3.04
As -0.43 -0.39 -1.29
C 0.39 -1.99 -1.98
C -2.22 -0.94 -0.69
H -1.72 3.62 -1.53
H -0.55 4.59 -0.48
H -1.25 3.08 0.11
H 1.40 4.67 -2.45
H 2.28 3.23 -3.19
H 2.72 3.77 -1.58
H -0.33 3.71 -4.18
H -2.02 2.86 -5.90
H -2.66 0.41 -5.89
H -1.93 -1.01 -4.04
H -0.24 -2.60 -2.70
H 0.74 -2.61 -1.15
H 1.32 -1.73 -2.52
H -2.98 -0.71 -1.49
H -2.47 -0.44 0.25
H -2.14 -2.02 -0.52

***

Record 3
Below is a molecular structure, C20H22BeN2O2 at a distorted geometry, with properties calculated with ωB97M-V with the def2-TZVPD basis set.

E_LUMO	-1.06	eV
max |F|	1.84	eV Å⁻¹
frontier orbital gap	0.251	hartree
energy above the lowest of the compared OMol25 structures with the same formula, charge and spin	0.0	kcal/mol

Atoms and positions in Å:
C -0.53 -0.73 0.85
C 2.58 0.59 1.74
H -1.36 -1.22 1.37
H -0.04 -0.08 1.58
H 0.18 -1.51 0.55
H 2.34 1.55 1.27
H 1.74 0.31 2.39
H 3.45 0.76 2.37
C -2.61 -2.09 -1.26
C -3.10 -2.97 -2.22
C -2.87 -2.67 -3.58
C -2.07 -1.57 -3.92
H -2.76 -2.22 -0.18
H -3.67 -3.84 -1.91
H -3.31 -3.30 -4.35
H -1.84 -1.30 -4.95
N -1.92 -0.99 -1.60
C -1.54 -0.78 -2.89
C -0.53 0.27 -3.00
N -0.06 0.67 -1.80
C 0.91 1.59 -1.72
C 0.90 1.87 -4.10
C 1.44 2.20 -2.86
H 1.25 1.83 -0.71
H 2.23 2.94 -2.73
C -0.09 0.88 -4.19
H -0.55 0.57 -5.12
H 1.25 2.37 -5.00
Be -1.17 0.14 -0.53
C 2.84 -0.47 0.69
H 3.80 -0.35 0.18
H 2.06 -0.43 -0.08
H 2.80 -1.48 1.11
O -3.78 2.28 0.56
C -2.60 2.01 0.76
O -1.74 1.54 -0.09
C -2.12 2.25 2.18
C -1.27 3.31 2.50
C -0.93 3.52 3.84
C -1.41 2.66 4.83
C -2.22 1.57 4.49
C -2.60 1.39 3.16
H -0.91 3.97 1.71
H -0.29 4.36 4.13
H -1.14 2.82 5.88
H -2.58 0.87 5.25
H -3.28 0.58 2.86

***

Record 4
Below is a molecular structure, C20H22BrN2O3RhSe3Te, with properties calculated with ωB97M-V with the def2-TZVPD basis set.

E_LUMO (spin up / spin down)	-0.33 / -1.90	eV
⟨S²⟩	6.024
max |F|	0.82	eV Å⁻¹
frontier orbital gap (spin up / spin down)	0.255 / 0.221	hartree
multiplicity	5

Atoms and positions in Å:
Rh 1.76 1.71 -0.39
O 3.62 -1.82 1.03
C 3.01 -2.89 0.47
C 3.41 -4.17 0.83
C 2.79 -5.27 0.28
C 1.76 -5.12 -0.65
C 1.36 -3.84 -1.01
C 1.97 -2.72 -0.45
C 1.52 -1.32 -0.80
O 2.52 -0.41 -0.76
N 0.44 -1.00 0.20
N 0.15 0.28 0.39
C -0.71 0.64 1.28
C -1.07 2.03 1.53
Br 0.05 3.38 0.77
C -2.07 2.46 2.30
C -3.11 1.63 2.94
C -3.55 1.97 4.21
C -4.52 1.22 4.86
C -5.08 0.11 4.22
C -4.67 -0.22 2.94
C -3.70 0.53 2.30
H 3.29 -1.02 0.52
H 4.22 -4.28 1.54
H 3.11 -6.27 0.56
H 1.28 -5.99 -1.09
H 0.58 -3.70 -1.74
H 1.04 -1.36 -1.79
H 0.15 -1.68 0.88
H -1.21 -0.11 1.89
H -2.12 3.52 2.51
H -3.12 2.83 4.71
H -4.84 1.49 5.85
H -5.84 -0.48 4.72
H -5.12 -1.06 2.43
H -3.41 0.29 1.28
Se 3.23 2.61 -2.09
Se 5.27 1.67 -1.77
Te 5.49 1.27 0.73
Se 3.31 1.78 1.64
C 0.05 0.86 -4.22
C 0.40 2.34 -4.46
C -0.04 3.03 -3.16
O -0.09 2.00 -2.18
C -0.64 0.87 -2.86
H 0.96 0.25 -4.17
H -0.59 0.44 -4.99
H -0.11 2.76 -5.32
H 1.47 2.46 -4.61
H -1.04 3.47 -3.26
H 0.65 3.80 -2.81
H -1.73 1.02 -2.97
H -0.47 -0.01 -2.25

***

Record 5
Below is 13 unconnected molecules or ions with the total composition C20H22Cl37F3O5S at a distorted geometry, with properties calculated with ωB97M-V with the def2-TZVPD basis set.

E_LUMO	-0.16	eV
max |F|	2.62	eV Å⁻¹
frontier orbital gap	0.387	hartree

Atoms and positions in Å:
C 4.69 1.01 -2.54
C 3.38 1.84 -2.19
C 3.93 3.31 -2.14
C 3.45 4.17 -0.95
O 2.69 5.02 -1.14
Cl 4.06 3.89 0.73
O 2.92 1.25 -0.94
S 2.25 -0.19 -1.31
O 1.12 -0.59 -0.52
O 3.15 -1.31 -1.36
O 1.74 0.25 -2.83
C 2.14 1.58 -3.13
C 1.13 2.75 -2.93
C -0.38 2.39 -3.29
C -1.07 1.46 -2.25
F -2.40 1.81 -2.24
F -1.06 0.17 -2.66
F -0.64 1.61 -0.99
H 5.27 0.97 -1.60
H 4.46 0.01 -2.97
H 5.31 1.54 -3.30
H 3.69 3.80 -3.11
H 5.04 3.26 -2.09
H 2.63 1.54 -4.12
H 1.16 3.08 -1.87
H 1.43 3.56 -3.62
H -0.49 2.00 -4.32
H -0.99 3.35 -3.28
C 1.13 -4.86 0.96
Cl 1.86 -6.05 -0.11
Cl -0.63 -4.83 0.76
Cl 1.55 -5.20 2.65
H 1.51 -3.88 0.70
C -2.78 1.02 2.32
Cl -3.79 2.15 3.24
Cl -2.95 1.32 0.59
Cl -1.09 1.17 2.81
H -3.10 0.01 2.52
C -0.05 5.87 -5.30
Cl -1.63 5.74 -6.08
Cl -0.18 5.45 -3.58
Cl 1.13 4.83 -6.11
H 0.28 6.89 -5.37
C -6.33 -1.95 1.89
Cl -6.80 -2.83 3.34
Cl -5.52 -0.44 2.31
Cl -5.30 -2.94 0.87
H -7.23 -1.70 1.33
C 1.40 -9.01 3.01
Cl 0.05 -9.37 1.92
Cl 1.18 -9.83 4.56
Cl 2.94 -9.48 2.27
H 1.42 -7.94 3.19
C -0.48 -2.97 4.23
Cl -1.79 -1.88 3.77
Cl 0.36 -2.35 5.66
Cl -1.10 -4.60 4.54
H 0.22 -3.02 3.41
C 2.92 2.46 4.31
Cl 1.62 1.45 3.68
Cl 2.42 3.28 5.80
Cl 4.38 1.49 4.59
H 3.15 3.22 3.57
C 5.06 -7.96 -1.01
Cl 3.49 -8.08 -1.81
Cl 5.80 -9.55 -0.87
Cl 6.12 -6.85 -1.89
H 4.91 -7.56 -0.01
C -5.28 -5.50 -2.39
Cl -6.11 -3.95 -2.18
Cl -4.24 -5.82 -0.99
Cl -6.45 -6.80 -2.61
H -4.66 -5.44 -3.28
C -6.88 4.29 3.33
Cl -7.68 5.84 3.63
Cl -5.77 3.90 4.64
Cl -8.08 3.01 3.12
H -6.31 4.37 2.41
C 5.41 2.45 8.00
Cl 6.83 1.75 8.79
Cl 3.92 1.78 8.68
Cl 5.42 4.21 8.16
H 5.45 2.20 6.95
C -5.69 5.72 -7.09
Cl -5.60 7.39 -6.53
Cl -7.01 5.52 -8.26
Cl -4.15 5.22 -7.81
H -5.89 5.08 -6.24

***

Record 6
Below is 2 unconnected molecules or ions with the total composition C20H22Cl3NO at a distorted geometry, with properties calculated with ωB97M-V with the def2-TZVPD basis set.

E_LUMO	-1.94	eV
max |F|	2.69	eV Å⁻¹
frontier orbital gap	0.112	hartree

Atoms and positions in Å:
C -2.90 -1.44 0.23
C -2.17 -1.09 1.51
C -0.64 -1.19 1.44
N -0.08 -2.34 0.65
C 1.22 -2.58 0.63
C 2.25 -1.77 1.37
C 3.57 -2.55 1.31
C 3.41 -3.55 0.14
C 1.94 -3.52 -0.30
C -0.97 -2.97 -0.38
C -2.49 -2.84 -0.18
H -3.97 -1.43 0.44
H -2.71 -0.73 -0.58
H -2.40 -0.07 1.82
H -2.50 -1.77 2.31
H -0.21 -0.26 1.02
H -0.24 -1.30 2.47
H 1.94 -1.44 2.37
H 4.46 -1.93 1.12
H 3.75 -3.09 2.24
H 4.09 -3.25 -0.67
H 3.72 -4.56 0.43
H 1.51 -4.52 -0.28
H 1.90 -3.18 -1.35
H -0.73 -2.50 -1.36
H -0.70 -4.04 -0.48
H -2.82 -3.56 0.59
H -2.97 -3.13 -1.12
Cl 2.48 -0.35 0.39
C 2.11 3.82 -0.75
Cl 3.77 3.53 -0.99
C 1.20 3.13 -1.69
O 1.56 2.28 -2.51
C -0.26 3.45 -1.52
C -0.71 4.09 -0.32
C -2.09 4.33 -0.18
C -2.98 3.99 -1.18
C -2.54 3.30 -2.32
C -1.19 2.97 -2.44
C 0.26 4.35 0.71
Cl -0.26 4.81 2.27
C 1.62 4.21 0.49
H -2.45 4.74 0.76
H -4.03 4.23 -1.07
H -3.23 2.99 -3.09
H -0.84 2.36 -3.27
H 2.32 4.37 1.30

***

Record 7
Below is a molecular structure, C20H22ClN4O2RbSe2, with properties calculated with ωB97M-V with the def2-TZVPD basis set.

E_LUMO	-0.11	eV
max |F|	0.14	eV Å⁻¹
frontier orbital gap	0.308	hartree
energy above the lowest of the compared OMol25 structures with the same formula, charge and spin	1.3	kcal/mol

Atoms and positions in Å:
Rb 0.58 1.45 0.26
N 1.21 1.82 3.16
C 1.60 0.55 3.78
C 2.97 0.06 3.30
C 3.05 -0.41 1.85
N 3.37 0.68 0.92
H 1.83 2.56 3.45
H 0.27 2.08 3.44
H 0.86 -0.19 3.51
H 1.62 0.61 4.88
H 3.24 -0.78 3.95
H 3.72 0.84 3.47
H 2.08 -0.83 1.55
H 3.77 -1.23 1.78
H 3.37 0.32 -0.03
H 4.30 1.03 1.11
Se -3.78 1.61 2.07
Se -2.13 0.20 2.82
C -1.83 -0.96 1.29
C -2.82 -1.32 0.39
C -2.49 -2.23 -0.59
C -1.21 -2.76 -0.63
C -0.29 -2.32 0.31
N -0.59 -1.43 1.26
C -2.75 3.06 1.32
C -3.34 3.78 0.28
C -2.66 4.87 -0.22
C -1.42 5.20 0.32
C -0.92 4.40 1.33
N -1.56 3.35 1.83
H -3.82 -0.89 0.46
H -3.23 -2.54 -1.32
H -0.92 -3.47 -1.39
H 0.73 -2.67 0.29
H -4.29 3.47 -0.12
H -3.09 5.46 -1.03
H -0.86 6.05 -0.05
H 0.05 4.62 1.77
Cl -0.08 -5.38 -5.64
C 0.15 -3.95 -4.68
C -0.81 -2.95 -4.70
C -0.62 -1.82 -3.93
C 0.52 -1.68 -3.14
C 1.48 -2.68 -3.15
C 1.30 -3.83 -3.91
C 0.67 -0.47 -2.22
O -0.30 0.33 -2.17
O 1.73 -0.41 -1.55
H -1.69 -3.07 -5.32
H -1.36 -1.02 -3.90
H 2.36 -2.56 -2.53
H 2.04 -4.62 -3.92

***

Record 8
Below is a molecular structure, C20H22ClNO2PRu at a distorted geometry, with properties calculated with ωB97M-V with the def2-TZVPD basis set.

E_LUMO (spin up / spin down)	-5.65 / -9.01	eV
⟨S²⟩	8.768
net charge	+2
max |F|	6.34	eV Å⁻¹
frontier orbital gap (spin up / spin down)	0.282 / 0.197	hartree
multiplicity	6

Atoms and positions in Å:
Ru -0.44 1.26 0.96
Cl -2.38 0.71 1.95
P -0.54 -0.60 -0.08
C 1.08 -1.27 0.36
C 2.10 -1.27 -0.61
C 3.33 -1.81 -0.27
C 3.56 -2.32 1.01
C 2.54 -2.30 1.98
C 1.30 -1.74 1.66
C -1.68 -1.99 -0.21
C -3.05 -1.74 -0.40
C -3.93 -2.82 -0.56
C -3.44 -4.12 -0.49
C -2.07 -4.39 -0.23
C -1.21 -3.29 -0.09
C -0.58 0.14 -1.72
C -0.84 1.50 -1.80
C -0.93 2.09 -3.06
C -0.69 1.30 -4.20
C -0.40 -0.07 -4.09
C -0.36 -0.68 -2.83
H -3.40 -0.72 -0.43
H -5.00 -2.63 -0.74
H -4.13 -4.96 -0.59
H -1.70 -5.40 -0.13
H -0.15 -3.46 0.09
H 1.92 -0.77 -1.56
H 4.13 -1.82 -1.02
H 4.53 -2.75 1.27
H 2.69 -2.71 2.98
H 0.52 -1.59 2.41
H -0.96 2.07 -0.84
H -1.15 3.16 -3.12
H -0.72 1.78 -5.18
H -0.20 -0.67 -4.98
H -0.15 -1.74 -2.70
H 4.09 1.37 -1.18
H 3.65 1.74 -1.66
N 0.07 4.89 3.83
C 1.07 4.45 2.80
C 0.42 3.29 2.15
O -0.68 2.94 2.59
O 1.03 2.68 1.18
H -0.86 5.08 3.41
H 0.40 5.71 4.33
H -0.05 4.12 4.50
H 1.27 5.22 2.05
H 2.00 4.14 3.28

***

| no. | DFT total energy (eV) |
| --- | --- |
| 1 | -111973.4891 |
| 2 | -200326.7025 |
| 3 | -28576.2370 |
| 4 | -306600.5480 |
| 5 | -513649.2957 |
| 6 | -62199.6879 |
| 7 | -175025.1229 |
| 8 | -51056.1159 |